Record 1
The following is a quantum chemistry calculation of a cluster of 4 separate species, C19H35IO9P in total, from the OMol25 dataset.

For the HOMO-LUMO gap, the calculation gives 5.18 eV. The relative energy (zero: lowest compared OMol25 entry of this formula, charge and spin) comes out at 669.4 kJ/mol. The calculation puts the HOMO energy at -0.129 hartree. As for the net charge: -1. The calculation puts the LUMO energy at 1.65 eV. As for the total energy: -2060.93846 hartree.

Each line ends with the Löwdin charge.
Positions of all 65 atoms, in Å:
I1 -7.29353 -1.71476 4.63988  0.60
P1 -5.50750 1.47256 2.38613  0.31
O1 -1.23629 -2.92325 1.85350  0.07
O2 0.95742 -2.52322 2.36163  0.03
O3 1.97598 -2.49085 -2.84077  0.02
O4 -5.39876 0.45758 5.77352  -0.20
O5 5.15721 0.06687 -4.37412  0.10
O6 4.48940 1.91531 -3.20455  0.03
O7 1.94820 -0.77113 -1.33333  0.11
O8 -3.94845 0.19250 0.33851  -0.26
O9 -1.13596 0.40164 1.89362  -0.22
C1 1.89257 -0.30769 -3.70749  -0.08
C2 -3.32441 -0.83894 1.13704  -0.19
C3 2.04338 -2.58946 -4.26257  -0.17
C4 5.31564 1.23224 -4.05009  -0.45
C5 6.35669 3.26744 -3.55767  -0.17
C6 -0.05133 -2.99777 1.57333  -0.43
C7 4.91036 3.27693 -3.13701  -0.16
C8 -0.37407 0.76214 3.13120  -0.25
C9 2.19967 -2.68016 1.67754  -0.17
C10 1.48652 -1.28839 -4.77836  -0.16
C11 -0.76819 2.31948 3.47911  -0.12
C12 -6.36417 0.26434 4.83196  -0.77
C13 -2.30270 -0.39236 2.31823  -0.21
C14 1.92745 -1.17362 -2.48474  -0.44
C15 1.96039 -3.76742 0.66288  -0.17
C16 6.40481 2.13263 -4.54928  -0.09
C17 0.50784 -3.57397 0.30782  -0.08
C18 -4.19788 1.46064 1.00152  -0.42
C19 -6.72946 1.57975 3.86524  -0.40
H1 -1.68919 2.31892 4.21578  0.08
H2 -3.22201 2.03947 1.37421  0.08
H3 0.39233 -1.34654 -4.82718  0.12
H4 2.63263 -3.70906 -0.19726  0.11
H5 -4.63621 2.18693 0.15743  0.09
H6 -4.18444 -1.51909 1.60298  0.13
H7 1.85515 -1.02684 -5.77378  0.12
H8 -0.63562 0.08219 4.04831  0.12
H9 6.99213 3.02927 -2.69598  0.12
H10 2.09599 -4.74937 1.13235  0.12
H11 -1.86936 -1.39511 2.80016  0.11
H12 6.15761 2.46562 -5.56112  0.14
H13 0.37971 -2.85004 -0.50169  0.12
H14 -1.14505 2.82087 2.47462  0.08
H15 3.08857 -2.73863 -4.55322  0.13
H16 -6.43329 2.52655 4.52112  0.09
H17 0.08939 2.92043 4.00610  0.06
H18 2.46389 -1.72591 1.20984  0.12
H19 2.89180 0.09913 -3.88598  0.09
H20 -5.67097 2.92504 2.23555  -0.04
H21 4.28484 3.86987 -3.81252  0.13
H22 -2.72751 -1.55636 0.39363  0.12
H23 2.98192 -2.95352 2.39168  0.12
H24 -4.43271 1.64230 3.35145  -0.03
H25 -2.83268 0.16752 3.22450  0.12
H26 6.69145 4.22310 -3.96974  0.12
H27 -6.61157 1.32869 1.42699  -0.03
H28 0.02576 -4.52236 0.05967  0.13
H29 7.37291 1.62672 -4.53333  0.13
H30 1.16022 0.49585 -3.60083  0.14
H31 -7.85687 1.61157 3.54856  0.07
H32 4.78456 3.65161 -2.11700  0.13
H33 1.45542 -3.44762 -4.60095  0.13
H34 -5.54352 0.04406 2.53289  -0.05
H35 0.79391 0.69574 2.97004  0.11

=====

Record 2
The following is a quantum chemistry calculation of a structure of composition C19H35IrN10O3STe, from the OMol25 dataset.

The spin multiplicity is 2. For the HOMO-LUMO gap (alpha / beta), the calculation gives 5.50 / 4.86 eV. The relative energy (zero: lowest compared OMol25 entry of this formula, charge and spin) comes out at 445.8 kJ/mol. The calculation puts the HOMO energy (alpha / beta) at -0.313 / -0.311 hartree. As for the net charge: +1. The calculation puts the LUMO energy (alpha / beta) at -3.02 / -3.59 eV. As for the total energy: -2288.45285 hartree.

Each line ends with the Löwdin charge.
Positions of all 70 atoms, in Å:
Ir1 -0.20300 -0.15390 -0.22760  0.69
Te1 2.60270 -0.37580 -0.02750  1.28
S1 0.38120 -2.47720 0.94210  0.69
O1 0.30630 0.72340 1.79000  -0.23
O2 -2.84430 0.88460 1.72430  0.04
O3 -0.90380 0.30820 -2.77200  -0.17
N1 4.53140 -0.23000 3.55750  0.18
N2 -2.51360 -0.26030 -0.24980  0.05
N3 -1.03060 4.94850 -1.24320  0.05
N4 -4.58540 -1.07530 -0.57570  -0.11
N5 0.94610 -4.83840 -0.17750  -0.21
N6 5.81740 -1.01750 0.10650  0.00
N7 -1.31890 -4.40370 0.20480  -0.20
N8 -2.96510 -1.35840 -2.30580  0.22
N9 -0.01840 2.44490 -0.33990  -0.09
N10 1.21390 0.79830 3.83930  0.19
C1 1.30120 0.49330 2.52110  -0.63
C2 -5.72740 -1.61760 -1.25940  -0.03
C3 -0.02830 -3.99180 0.28220  -0.66
C4 0.39440 4.60260 -1.48540  -0.09
C5 -3.23490 0.15820 0.82890  -0.48
C6 2.54220 0.03020 2.00960  -0.49
C7 -1.49710 4.37890 0.05570  -0.08
C8 -3.33450 -0.91680 -1.08620  -0.39
C9 -4.66670 -0.37230 0.67710  -0.03
C10 -2.37910 -3.72110 0.89570  -0.07
C11 0.51180 3.07090 -1.52540  -0.18
C12 0.99400 -6.21570 0.28550  -0.04
C13 0.69900 -1.47400 -2.98020  -0.10
C14 -1.77210 -5.36000 -0.77800  -0.04
C15 3.64190 -0.11950 2.83030  -0.36
C16 0.10400 -0.27450 -2.27610  -0.52
C17 4.71970 -0.73050 0.28880  -0.62
C18 -1.37030 2.85690 -0.04340  -0.20
C19 2.25620 -4.30290 -0.46520  -0.09
H1 -4.92650 -1.02820 1.51350  0.14
H2 0.57270 2.58690 0.47330  0.12
H3 1.56190 2.79930 -1.64210  0.13
H4 -3.72050 -1.57440 -2.94070  0.11
H5 -5.39000 0.45020 0.65030  0.14
H6 -1.68090 2.37030 0.88630  0.10
H7 1.73610 -6.31910 1.08430  0.11
H8 1.94130 0.53010 4.48020  0.10
H9 -2.98500 -3.14020 0.19360  0.08
H10 2.85350 -4.14670 0.43970  0.10
H11 -3.01550 -4.46060 1.38610  0.10
H12 2.15750 -3.35120 -0.98630  0.03
H13 -2.53050 4.67510 0.23700  0.14
H14 0.65300 -1.32050 -4.05870  0.08
H15 -0.86780 4.77390 0.85480  0.14
H16 0.30810 1.03630 4.20900  0.12
H17 0.72850 5.03190 -2.42970  0.14
H18 1.27900 -6.86930 -0.54100  0.10
H19 -2.19050 -0.80340 -2.71170  0.06
H20 -1.18080 5.96210 -1.28410  0.19
H21 -0.03490 2.67720 -2.38830  0.12
H22 -6.18830 -0.88300 -1.92920  0.10
H23 -0.94990 -5.66810 -1.41790  0.09
H24 0.12590 -2.37400 -2.73580  0.08
H25 -6.46710 -1.92230 -0.52090  0.10
H26 -5.44400 -2.49830 -1.83840  0.09
H27 2.77950 -5.00680 -1.11080  0.10
H28 -2.20330 -6.24150 -0.29350  0.10
H29 -2.02180 2.48480 -0.83850  0.13
H30 -1.96800 -3.04470 1.64050  0.05
H31 -1.58310 4.49620 -1.98360  0.19
H32 0.99250 5.01960 -0.67420  0.14
H33 0.02980 -6.52710 0.67240  0.08
H34 1.73740 -1.63110 -2.69150  0.03
H35 -2.54710 -4.89850 -1.39930  0.09

=====

Record 3
The following is a quantum chemistry calculation of a cluster of 7 separate species, C19H35N8O9 in total, from the OMol25 dataset.

For the HOMO-LUMO gap, the calculation gives 6.19 eV. The relative energy (zero: lowest compared OMol25 entry of this formula, charge and spin) comes out at 389.9 kJ/mol. The calculation puts the HOMO energy at -0.158 hartree. As for the net charge: -1. The calculation puts the LUMO energy at 1.88 eV. As for the total energy: -1860.22042 hartree.

Each line ends with the Löwdin charge.
Positions of all 71 atoms, in Å:
O1 -3.59101 2.93087 -5.37380  0.01
O2 0.73049 -0.28709 -0.74751  -0.29
O3 2.54911 -2.54576 0.06083  0.05
O4 -1.91916 -3.01941 4.28450  -0.02
O5 -3.11682 1.27076 3.62025  0.03
O6 2.01793 -7.66558 -1.81832  -0.01
O7 2.76725 2.26886 -2.87310  0.04
O8 3.18009 2.22017 0.49786  0.13
O9 0.80236 0.01430 -3.67078  0.02
N1 1.93909 3.19318 2.02451  0.16
N2 -1.05573 1.89285 4.02534  0.18
N3 -3.32678 -1.55070 3.26380  0.17
N4 -2.68638 2.87727 5.04037  0.18
N5 -3.46873 -1.93741 5.41873  0.15
N6 0.93794 2.59593 -1.71421  0.20
N7 3.95179 3.80437 1.72497  0.16
N8 2.04760 4.28348 -2.59304  0.15
C1 1.23543 -4.35325 -0.43898  0.00
C2 1.92513 3.00512 -2.42256  -0.84
C3 3.40046 -5.79535 -1.26701  -0.05
C4 -0.13085 0.10279 0.28731  -0.57
C5 2.18536 -6.35184 -1.36100  -0.35
C6 3.55721 -4.47930 -0.88631  -0.01
C7 -2.84923 -2.18864 4.31619  -0.77
C8 -1.40237 0.60042 -3.40520  -0.01
C9 -2.48781 1.38171 -3.83994  -0.02
C10 -0.24399 1.41561 -5.38134  -0.02
C11 0.24580 -0.65483 1.62697  -0.07
C12 -1.60043 -0.27646 0.09979  -0.09
C13 -2.34979 1.92292 4.29078  -0.82
C14 -1.33077 2.15212 -5.72088  -0.06
C15 2.46018 -3.77120 -0.51959  -0.34
C16 3.02326 3.08139 1.26597  -0.86
C17 -2.49382 2.16754 -4.99820  -0.33
C18 -0.30402 0.67158 -4.21977  -0.30
C19 1.06143 -5.70315 -0.83945  0.00
H1 0.64506 -0.08508 -2.72899  0.03
H2 0.17668 -1.73458 1.49484  0.06
H3 -3.61983 2.92455 5.42317  0.13
H4 -0.60866 2.36814 4.79628  0.09
H5 0.36748 -3.82047 -0.07953  0.12
H6 -4.16528 -1.21774 5.54909  0.11
H7 -1.33147 -0.00465 -2.51342  0.09
H8 -4.36767 2.40680 -5.16461  0.09
H9 -1.29255 2.55051 -6.72398  0.11
H10 1.79269 4.03839 2.55769  0.09
H11 -1.97576 0.33018 -0.72436  0.04
H12 1.56425 -8.17274 -1.14114  0.09
H13 0.05755 -6.10113 -0.85440  0.11
H14 -2.30526 0.01645 0.87795  0.05
H15 0.86558 1.59672 -1.58594  0.07
H16 1.55957 4.91924 -1.97844  0.10
H17 1.31642 -0.50768 1.76914  0.07
H18 4.55342 -4.06823 -0.81547  0.12
H19 1.73137 -2.04314 0.07761  0.04
H20 0.22188 3.17404 -1.29811  0.12
H21 -4.21875 -1.10067 3.41194  0.10
H22 -1.98679 -1.26933 -0.13051  0.08
H23 -2.90520 -1.55121 2.34599  0.10
H24 -1.84059 3.14040 5.52565  0.11
H25 0.57581 1.34655 -6.08103  0.12
H26 -0.36408 -0.35751 2.48006  0.03
H27 4.14805 -6.53405 -1.51565  0.12
H28 2.79894 4.51952 -3.22541  0.11
H29 -3.38907 1.39243 -3.24497  0.10
H30 4.72374 3.67768 1.08610  0.13
H31 0.08840 1.14993 0.49590  0.09
H32 1.24125 2.46445 2.07014  0.08
H33 -0.63437 1.09778 3.56663  0.09
H34 3.90956 4.59645 2.35022  0.11
H35 -2.99262 -2.41532 6.17041  0.12

=====

Record 4
The following is a quantum chemistry calculation of a cluster of 2 separate species, C19H36Br2NOSi in total, from the OMol25 dataset.

For the HOMO-LUMO gap, the calculation gives 7.87 eV. The calculation puts the HOMO energy at -0.429 hartree. As for the net charge: +1. The calculation puts the LUMO energy at -3.80 eV. As for the total energy: -6312.86311 hartree.

Each line ends with the Löwdin charge.
Positions of all 60 atoms, in Å:
Br1 3.16684 2.56845 3.04832  0.68
Br2 0.17413 0.48443 3.40298  0.61
Si1 -2.68862 -3.49784 -1.08602  0.56
O1 4.48541 -0.44801 0.37657  -0.18
N1 -2.32628 0.99909 0.26792  -0.01
C1 -2.27671 2.42725 0.68670  -0.11
C2 -1.25891 0.31883 -0.15165  -0.02
C3 0.21793 2.81718 -1.95295  -0.21
C4 1.65960 3.13519 -1.54301  -0.18
C5 -2.57430 -1.67798 -0.51118  -0.18
C6 3.18188 -0.09381 -0.01593  -0.24
C7 -2.62395 -3.41002 -2.96367  -0.17
C8 -3.52181 0.37457 0.33197  0.01
C9 2.23631 2.23777 -0.43768  -0.23
C10 3.16659 1.13417 -0.95599  -0.14
C11 -1.24624 -4.49661 -0.45272  -0.16
C12 -3.67232 -0.94898 -0.04477  -0.01
C13 -1.34447 -1.01352 -0.54622  0.00
C14 -0.85386 3.55974 -1.15056  -0.17
C15 1.95280 0.23084 4.16296  -0.67
C16 -4.35581 -4.20900 -0.60232  -0.17
C17 2.56021 1.54083 4.58345  -0.68
C18 -1.00499 3.17325 0.33730  -0.17
C19 4.97009 -1.70953 -0.05365  -0.09
H1 -1.11520 -5.34798 -1.11798  0.04
H2 -2.72712 -4.38886 -3.41518  0.04
H3 2.83275 0.80917 -1.93892  0.11
H4 1.74721 4.19205 -1.30448  0.11
H5 0.05669 1.74098 -1.97890  0.09
H6 5.84121 -1.56834 -0.68939  0.09
H7 -1.41554 -4.90286 0.54069  0.04
H8 0.09930 3.13522 -2.98834  0.11
H9 -0.45521 -1.51268 -0.89287  0.11
H10 3.44479 1.36808 5.19174  0.07
H11 -4.64111 -1.41540 0.02074  0.11
H12 2.80177 2.86212 0.24984  0.06
H13 -1.67806 -2.95523 -3.25569  0.03
H14 -4.76166 -3.77600 0.30822  0.03
H15 2.54245 -0.28019 3.40884  0.05
H16 -1.81780 3.41231 -1.64052  0.11
H17 -2.44222 2.44724 1.76071  0.13
H18 -3.13550 2.91590 0.23662  0.13
H19 -3.40514 -2.73053 -3.30014  0.04
H20 2.61536 0.12292 0.89269  0.08
H21 4.19197 1.48566 -0.99356  0.12
H22 -4.36262 0.94212 0.69374  0.15
H23 4.21638 -2.29399 -0.57775  0.08
H24 -1.05392 4.08779 0.92199  0.13
H25 -0.30267 -3.95667 -0.44394  0.03
H26 -0.15393 2.62861 0.73562  0.08
H27 1.86282 2.16984 5.12628  0.05
H28 2.27696 2.98837 -2.42750  0.11
H29 1.46714 1.75736 0.16493  0.05
H30 5.27932 -2.28244 0.81883  0.08
H31 2.66290 -0.91620 -0.51754  0.11
H32 -0.30636 0.81406 -0.17822  0.10
H33 -5.04563 -3.95066 -1.40596  0.04
H34 1.81017 -0.42289 5.02012  0.06
H35 -0.61647 4.61693 -1.21078  0.11
H36 -4.33658 -5.29210 -0.54378  0.04